No. 1
24
Properties=species:S:1:pos:R:3:mulliken_charge:R:1 method="wB97M-V/def2-TZVPD" e_above_lowest_kj_mol=367.2 orbital_gap_ha=0.364 charge=0 e_homo_ev=-9.058 e_tot_ev=-12047.60555
C 0.313 -2.354 -1.860 -1.2439
C 0.740 -1.305 -0.791 0.9294
C 2.194 -1.232 -0.263 -1.2653
C 0.189 0.112 -1.300 -1.1399
N -1.188 0.097 -0.695 -0.1674
C -1.442 1.162 0.333 -0.5577
C -1.821 0.561 1.569 0.0121
O -1.333 0.887 2.601 -0.4863
H -0.722 -2.161 -2.238 0.3093
H 1.164 -2.453 -2.644 0.2853
H 0.221 -3.365 -1.340 0.3341
H 0.218 -1.607 0.103 0.0347
H 2.628 -0.297 -0.466 0.4629
H 2.828 -1.783 -1.065 0.2756
H 2.248 -1.507 0.799 0.2933
H 0.657 1.021 -0.826 0.4362
H 0.197 0.219 -2.402 0.3084
H -1.989 0.084 -1.328 0.2082
H -2.250 1.854 0.062 0.3643
H -0.588 1.780 0.509 0.1429
H -2.384 -0.334 1.684 0.4530
O 1.662 1.978 0.664 -0.6649
H 1.088 2.161 1.418 0.3420
H 1.338 1.128 0.345 0.3338


No. 2
24
Properties=species:S:1:pos:R:3:mulliken_charge:R:1 method="wB97M-V/def2-TZVPD" e_above_lowest_kj_mol=299.6 orbital_gap_ha=0.353 charge=0 e_homo_ev=-8.723 e_tot_ev=-12048.30583
C 1.268 1.366 2.425 -0.5591
O 0.562 0.179 2.161 -0.3386
N -0.182 0.298 0.938 0.2478
C -1.568 0.028 1.252 -1.0205
C 0.446 -0.523 -0.097 0.0830
C -0.129 -1.924 -0.293 -1.6903
C 0.524 0.282 -1.416 0.3096
C -0.796 0.430 -2.168 -1.3922
O 1.494 -0.375 -2.211 -0.5540
H 0.591 2.221 2.513 0.2343
H 1.776 1.198 3.373 0.2700
H 2.006 1.573 1.643 0.2295
H -2.158 0.096 0.342 0.3034
H -1.721 -0.953 1.714 0.3280
H -1.903 0.796 1.949 0.3160
H 1.491 -0.643 0.212 0.3226
H -1.176 -1.900 -0.581 0.3861
H -0.031 -2.494 0.628 0.4183
H 0.442 -2.420 -1.073 0.4283
H 0.885 1.291 -1.155 0.2628
H -1.194 -0.543 -2.443 0.3207
H -0.634 1.004 -3.080 0.4576
H -1.517 0.962 -1.557 0.2877
H 1.524 0.051 -3.074 0.3491


No. 3
24
Properties=species:S:1:pos:R:3:mulliken_charge:R:1 method="wB97M-V/def2-TZVPD" e_above_lowest_kj_mol=502.6 orbital_gap_ha=0.311 charge=0 e_homo_ev=-7.761 e_tot_ev=-12046.20234
C -0.626 -0.388 -1.006 0.2686
C -0.608 0.090 -2.456 -1.3351
C -1.031 -1.856 -0.869 -1.3806
H -1.346 0.219 -0.449 0.2654
H 0.758 -0.560 -0.745 0.1915
H -1.101 -2.149 0.180 0.3218
H 0.159 -0.439 -3.029 0.2999
H -1.568 -0.085 -2.958 0.4052
H -0.394 1.159 -2.524 0.3369
H -1.998 -2.061 -1.345 0.4193
H -0.294 -2.510 -1.344 0.3111
C -0.363 0.669 2.520 -0.9361
C 1.074 1.840 0.127 -1.4611
N 0.692 0.048 1.756 0.2344
C 1.104 0.394 0.526 0.7862
O 0.806 -1.317 2.079 -0.4594
O 1.890 -0.480 -0.092 -0.8568
H 1.452 -1.622 1.406 0.4172
H -0.226 0.397 3.565 0.3426
H -0.296 1.748 2.420 0.3690
H -1.342 0.320 2.180 0.2795
H 1.385 1.908 -0.912 0.3344
H 1.789 2.393 0.741 0.4137
H 0.085 2.282 0.228 0.4322


No. 4
24
Properties=species:S:1:pos:R:3:mulliken_charge:R:1 method="wB97M-V/def2-TZVPD" e_above_lowest_kj_mol=385.0 orbital_gap_ha=0.381 charge=0 e_homo_ev=-9.470 e_tot_ev=-12047.42099
C 2.922 1.437 -0.191 -0.5679
O 2.386 0.128 -0.357 -0.3387
N 1.006 0.263 -0.793 0.3079
O 0.862 -0.502 -2.020 -0.4982
C 0.157 -0.395 0.234 0.4411
C 0.447 -1.897 0.381 -1.6109
C -1.339 -0.073 -0.067 0.5692
C -2.322 -0.900 0.767 -1.5977
C -1.623 1.419 0.165 -1.4914
H 2.688 2.075 -1.051 0.2420
H 4.009 1.356 -0.107 0.2466
H 2.529 1.884 0.727 0.2262
H 0.706 0.213 -2.663 0.3246
H 0.401 0.070 1.199 0.1547
H 1.516 -2.088 0.524 0.4273
H 0.112 -2.465 -0.492 0.3122
H -0.058 -2.303 1.264 0.4202
H -1.554 -0.293 -1.122 0.1696
H -2.114 -0.808 1.838 0.3501
H -3.352 -0.571 0.591 0.4283
H -2.277 -1.959 0.493 0.3638
H -0.979 2.056 -0.450 0.3706
H -1.462 1.689 1.215 0.3531
H -2.661 1.662 -0.086 0.3972


No. 5
27
Properties=species:S:1:pos:R:3:mulliken_charge:R:1 method="wB97M-V/def2-TZVPD" e_above_lowest_kj_mol=539.7 orbital_gap_ha=0.209 charge=-1 e_homo_ev=-2.227 e_tot_ev=-25433.00498
C -1.334 0.777 2.784 -1.3504
C -0.615 -0.267 2.025 0.0296
C -1.443 -0.824 0.848 -0.8845
C -0.512 -1.062 -0.349 -0.0044
N -1.022 -1.617 -1.539 -0.1671
O -0.417 -2.839 -1.794 -0.8787
P 0.290 0.512 -0.942 0.9950
O -0.623 1.646 -0.890 -0.8421
O 0.741 0.384 -2.441 -0.3547
C 1.282 -0.765 -3.011 -0.5641
O 1.779 0.861 -0.145 -0.4278
C 1.957 2.167 0.369 -0.7588
H -2.503 0.720 2.833 0.2929
H -0.902 0.910 3.737 0.3764
H -1.308 1.692 2.135 0.3317
H 0.172 0.131 1.486 -0.0504
H -0.363 -1.180 2.548 0.4359
H -2.301 -0.215 0.589 0.4709
H -1.776 -1.828 1.144 0.2911
H 0.298 -1.739 0.079 0.1354
H -2.098 -1.711 -1.366 0.2728
H 1.464 -0.589 -4.002 0.3181
H 0.672 -1.696 -2.951 0.2774
H 2.289 -1.051 -2.514 0.1830
H 1.869 2.256 1.492 0.2046
H 1.425 2.809 -0.259 0.3834
H 2.979 2.517 0.133 0.2846


Copy entry 4 word for word.
24
Properties=species:S:1:pos:R:3:mulliken_charge:R:1 method="wB97M-V/def2-TZVPD" e_above_lowest_kj_mol=385.0 orbital_gap_ha=0.381 charge=0 e_homo_ev=-9.470 e_tot_ev=-12047.42099
C 2.922 1.437 -0.191 -0.5679
O 2.386 0.128 -0.357 -0.3387
N 1.006 0.263 -0.793 0.3079
O 0.862 -0.502 -2.020 -0.4982
C 0.157 -0.395 0.234 0.4411
C 0.447 -1.897 0.381 -1.6109
C -1.339 -0.073 -0.067 0.5692
C -2.322 -0.900 0.767 -1.5977
C -1.623 1.419 0.165 -1.4914
H 2.688 2.075 -1.051 0.2420
H 4.009 1.356 -0.107 0.2466
H 2.529 1.884 0.727 0.2262
H 0.706 0.213 -2.663 0.3246
H 0.401 0.070 1.199 0.1547
H 1.516 -2.088 0.524 0.4273
H 0.112 -2.465 -0.492 0.3122
H -0.058 -2.303 1.264 0.4202
H -1.554 -0.293 -1.122 0.1696
H -2.114 -0.808 1.838 0.3501
H -3.352 -0.571 0.591 0.4283
H -2.277 -1.959 0.493 0.3638
H -0.979 2.056 -0.450 0.3706
H -1.462 1.689 1.215 0.3531
H -2.661 1.662 -0.086 0.3972


What did the fifth record say?
27
Properties=species:S:1:pos:R:3:mulliken_charge:R:1 method="wB97M-V/def2-TZVPD" e_above_lowest_kj_mol=539.7 orbital_gap_ha=0.209 charge=-1 e_homo_ev=-2.227 e_tot_ev=-25433.00498
C -1.334 0.777 2.784 -1.3504
C -0.615 -0.267 2.025 0.0296
C -1.443 -0.824 0.848 -0.8845
C -0.512 -1.062 -0.349 -0.0044
N -1.022 -1.617 -1.539 -0.1671
O -0.417 -2.839 -1.794 -0.8787
P 0.290 0.512 -0.942 0.9950
O -0.623 1.646 -0.890 -0.8421
O 0.741 0.384 -2.441 -0.3547
C 1.282 -0.765 -3.011 -0.5641
O 1.779 0.861 -0.145 -0.4278
C 1.957 2.167 0.369 -0.7588
H -2.503 0.720 2.833 0.2929
H -0.902 0.910 3.737 0.3764
H -1.308 1.692 2.135 0.3317
H 0.172 0.131 1.486 -0.0504
H -0.363 -1.180 2.548 0.4359
H -2.301 -0.215 0.589 0.4709
H -1.776 -1.828 1.144 0.2911
H 0.298 -1.739 0.079 0.1354
H -2.098 -1.711 -1.366 0.2728
H 1.464 -0.589 -4.002 0.3181
H 0.672 -1.696 -2.951 0.2774
H 2.289 -1.051 -2.514 0.1830
H 1.869 2.256 1.492 0.2046
H 1.425 2.809 -0.259 0.3834
H 2.979 2.517 0.133 0.2846